Record 1
Entry from OMol25: a structure of composition C36H37P2PdS2SeSiTe (ωB97M-V with the def2-TZVPD basis set).

Each line ends with the Mulliken charge.
Positions of all 81 atoms, in Å:
1 Pd 0.87723 0.97585 0.35986  -0.665
2 S -1.27092 1.03283 -0.66888  -0.527
3 P -1.66990 2.50469 0.67563  2.595
4 C -0.32417 2.11222 1.67594  -1.433
5 P -0.28131 1.17377 3.13297  1.687
6 S 0.64651 -0.45899 2.36918  -0.678
7 C 0.72225 2.00194 4.37175  0.510
8 C 1.62749 1.28665 5.14598  -0.331
9 C 2.36248 1.94349 6.12206  -0.761
10 C 2.19682 3.30729 6.31776  -0.477
11 C 1.29765 4.02360 5.53781  -0.708
12 C 0.56116 3.37303 4.56135  -0.093
13 C -1.82501 0.72994 3.93098  0.737
14 C -2.15908 1.20242 5.19788  -0.442
15 C -3.36755 0.83472 5.77102  -0.815
16 C -4.23359 -0.00330 5.08561  -0.573
17 C -3.89866 -0.48053 3.82319  -0.749
18 C -2.69605 -0.11746 3.24516  -0.437
19 C -1.48674 4.15485 0.00026  0.496
20 C -2.59075 4.82459 -0.52277  -0.407
21 C -2.42300 6.07396 -1.09932  -0.689
22 C -1.16239 6.65350 -1.14411  -0.472
23 C -0.06353 5.98717 -0.61795  -0.808
24 C -0.21976 4.73537 -0.04719  -0.581
25 C -3.33296 2.42650 1.33876  0.355
26 C -4.27325 1.54552 0.81724  -0.346
27 C -5.54872 1.50331 1.36035  -0.755
28 C -5.86913 2.31420 2.43896  -0.496
29 C -4.92440 3.18432 2.96972  -0.751
30 C -3.65879 3.25375 2.41251  -0.245
31 H 1.76054 0.22370 4.98534  0.439
32 H 3.06803 1.39029 6.72735  0.422
33 H 2.77553 3.81684 7.07671  0.398
34 H 1.17769 5.08849 5.68569  0.439
35 H -0.12358 3.93315 3.93425  0.304
36 H -1.48037 1.84724 5.74110  0.391
37 H -3.62697 1.19801 6.75649  0.453
38 H -5.17262 -0.29427 5.53828  0.428
39 H -4.57452 -1.13901 3.29400  0.461
40 H -2.42389 -0.49080 2.26402  0.276
41 H -3.57598 4.37439 -0.48815  0.428
42 H -3.27794 6.59690 -1.50639  0.439
43 H -1.03601 7.63161 -1.58958  0.414
44 H 0.91720 6.44296 -0.65414  0.442
45 H 0.62682 4.20720 0.36687  0.317
46 H -4.00964 0.89478 -0.00740  0.395
47 H -6.28781 0.82997 0.94685  0.441
48 H -6.86170 2.27343 2.86817  0.428
49 H -5.17949 3.81696 3.80948  0.449
50 H -2.93134 3.95554 2.80696  0.378
51 C 3.92793 -1.08016 1.66514  -0.775
52 Te 2.72477 -0.90267 -0.09968  0.435
53 C 4.52510 -0.14669 -0.96519  -0.950
54 C 5.62108 -0.78299 -0.15143  0.499
55 C 6.90926 -0.91735 -0.65538  -0.767
56 C 7.90716 -1.48312 0.12255  -0.559
57 C 7.62028 -1.92514 1.40657  -0.584
58 C 6.33510 -1.80252 1.91103  -0.746
59 C 5.33175 -1.23002 1.13810  0.436
60 H 3.59994 -1.94272 2.23964  0.591
61 H 3.78005 -0.17972 2.26015  0.369
62 H 4.49754 0.94007 -0.88574  0.422
63 H 4.55198 -0.41367 -2.01819  0.552
64 H 7.13019 -0.58080 -1.66092  0.437
65 H 8.90628 -1.59014 -0.27791  0.399
66 H 8.39526 -2.37767 2.01050  0.402
67 H 6.10674 -2.16187 2.90710  0.437
68 C -0.23585 0.41385 -4.05206  -0.995
69 Si 0.67078 1.97865 -3.58473  0.458
70 C -0.50211 3.43218 -3.51923  -0.634
71 C 2.07323 2.27895 -4.78448  -1.105
72 Se 1.88671 1.97530 -1.60687  -0.246
73 H -0.80080 0.62724 -4.96336  0.347
74 H -0.94438 0.08659 -3.29390  0.335
75 H 0.45226 -0.40502 -4.26596  0.298
76 H -1.01549 3.57636 -4.47326  0.501
77 H 0.03549 4.34974 -3.27662  0.181
78 H -1.25779 3.27320 -2.74536  0.027
79 H 1.68483 2.50573 -5.77977  0.364
80 H 2.70676 1.39349 -4.85925  0.270
81 H 2.69819 3.11759 -4.47112  0.320

Computed properties:
* frontier orbital gap: 6.12 eV
* E_HOMO: -10.371 eV
* total charge: +1
* LUMO: -4.250 eV

***

Record 2
Entry from OMol25: a cluster of 2 separate species, C3H8S2 in total (ωB97M-V with the def2-TZVPD basis set).

Each line ends with the Mulliken charge.
Positions of all 13 atoms, in Å:
1 C 3.11550 0.20894 -0.37106  -0.415
2 C 1.94951 -0.15404 -0.94081  -0.658
3 H 3.39541 1.21156 -0.29083  0.269
4 H 3.67455 -0.50475 0.17747  0.237
5 H 1.45708 0.46665 -1.64837  0.298
6 H 1.58873 -1.19063 -0.85559  0.278
7 C -3.00882 -0.32927 0.51806  -0.779
8 S -2.08313 1.00711 -0.24751  -0.056
9 S -0.38141 1.45186 0.97263  -0.174
10 H -3.15194 -1.06678 -0.37365  0.269
11 H -2.47693 -1.11133 1.11383  0.289
12 H -3.94056 -0.12942 1.07707  0.298
13 H -0.13799 0.14010 0.86878  0.144

Computed properties:
* frontier orbital gap: 9.03 eV
* E_HOMO: -8.598 eV
* LUMO: 0.436 eV

***

Record 3
Entry from OMol25: a structure of composition C18H20Br2N5OPdS (ωB97M-V with the def2-TZVPD basis set).

Each line ends with the Mulliken charge.
Positions of all 48 atoms, in Å:
1 Pd -0.58342 -0.08477 0.04797  0.426
2 Br 0.21966 -5.09633 -0.16851  -0.142
3 C 0.63993 -3.92933 1.24623  -0.090
4 C 1.30501 -4.44620 2.37483  -0.331
5 C 1.63657 -3.63627 3.42038  -0.217
6 Br 2.52698 -4.37793 4.90951  -0.199
7 C 1.31956 -2.25678 3.38422  0.857
8 C 1.62429 -1.33595 4.40942  -0.530
9 C 1.28497 -0.02014 4.27024  -1.269
10 C 0.63721 0.38673 3.09567  -0.221
11 N 0.32994 -0.43625 2.12169  -0.102
12 C 0.65375 -1.75938 2.24161  0.133
13 C 0.29510 -2.60251 1.14586  0.605
14 O -0.33865 -2.09863 0.10811  -0.664
15 H 1.55355 -5.49760 2.40358  0.444
16 H 2.12838 -1.68427 5.30054  0.350
17 H 1.50536 0.70273 5.04245  0.409
18 H 0.36528 1.42886 2.96580  0.426
19 N -1.63169 1.80323 0.70992  -0.262
20 C -0.97396 2.98210 0.12052  -0.422
21 C 0.51963 2.85008 0.33298  -0.565
22 N 0.97710 1.57467 -0.24258  -0.359
23 H -2.63988 1.82985 0.59329  0.222
24 H -1.46146 1.77864 1.71224  0.209
25 H -1.33382 3.91816 0.55273  0.404
26 H -1.19480 2.99465 -0.94936  0.215
27 H 0.74502 2.84901 1.39948  0.279
28 H 1.02991 3.70904 -0.10692  0.420
29 H 1.87721 1.28961 0.12857  0.259
30 H 1.06624 1.64953 -1.25251  0.265
31 N -2.27115 1.93906 -3.66201  -0.476
32 C -2.23230 0.95219 -2.73676  0.660
33 S -0.77318 0.11823 -2.50064  -0.350
34 N -3.35618 0.77464 -2.03711  -0.085
35 C -3.78323 -0.29742 -1.19197  0.723
36 C -4.98798 -0.08707 -0.52519  -0.546
37 C -5.52175 -1.08295 0.27245  -0.653
38 C -4.85123 -2.29312 0.41283  -0.618
39 C -3.64873 -2.48683 -0.24621  -0.730
40 C -3.10514 -1.49772 -1.05809  -0.339
41 H -1.46036 2.04367 -4.24990  0.254
42 H -3.14876 2.26190 -4.03793  0.186
43 H -4.09671 1.43577 -2.23085  0.253
44 H -5.51419 0.85559 -0.63771  0.348
45 H -6.46150 -0.91400 0.78034  0.402
46 H -5.27010 -3.07980 1.02481  0.428
47 H -3.11013 -3.41923 -0.13727  0.400
48 H -2.17865 -1.68755 -1.57813  0.596

Computed properties:
* 2S+1: 3
* expectation value of S²: 2.01
* frontier orbital gap (alpha / beta): 7.47 / 6.12 eV
* E_HOMO (alpha / beta): -10.136 / -10.128 eV
* total charge: +1
* LUMO (alpha / beta): -2.667 / -4.008 eV

***

Record 4
Entry from OMol25: a structure of composition C7H13NO2 (ωB97M-V with the def2-TZVPD basis set).

Each line ends with the Mulliken charge.
Positions of all 23 atoms, in Å:
1 C 0.08959 -0.54465 -0.38690  1.046
2 C 0.02503 -1.70011 0.56206  -1.350
3 C 2.18349 0.98895 1.19642  -1.473
4 N -0.37914 0.69806 -0.13913  -0.523
5 C -2.23669 0.46536 -0.00984  0.652
6 C 1.82619 0.39830 -0.12373  0.657
7 C -3.16111 0.10519 -0.89773  -1.026
8 C 2.65622 0.20890 -1.13008  -1.001
9 O 0.04220 -0.93262 -1.67713  -0.583
10 O -2.55722 1.00251 1.21180  -0.483
11 H -0.53858 -0.33681 -2.17375  0.383
12 H -3.51472 1.14840 1.28782  0.312
13 H -0.27342 1.13914 0.76267  0.293
14 H -0.90170 -1.81343 1.12261  0.316
15 H 0.14421 -2.67279 0.08644  0.390
16 H 0.79686 -1.67611 1.32857  0.294
17 H 1.72018 0.44778 2.02354  0.302
18 H 3.26660 0.99761 1.34988  0.418
19 H 1.83508 2.02260 1.26364  0.324
20 H -2.92065 -0.41280 -1.81212  0.218
21 H -4.20309 0.40053 -0.78493  0.253
22 H 2.37496 -0.30715 -2.03780  0.282
23 H 3.72569 0.37316 -1.02228  0.297

Computed properties:
* frontier orbital gap: 8.62 eV
* E_HOMO: -7.923 eV
* LUMO: 0.693 eV

***

Record 5
Entry from OMol25: a structure of composition C35H44CrIN3O6PS2 (ωB97M-V with the def2-TZVPD basis set).

Each line ends with the Mulliken charge.
Positions of all 93 atoms, in Å:
1 Cr 3.59525 -16.40178 -7.92599  0.214
2 C 0.17375 -18.96708 -7.46024  -1.386
3 C 1.64103 -19.28570 -7.20225  0.387
4 N 2.34394 -19.50231 -8.24949  -0.766
5 N 3.64375 -19.94422 -8.00972  -0.044
6 C 4.62505 -19.42532 -8.58940  0.442
7 S 4.51490 -17.95585 -9.52803  -0.512
8 S 6.20831 -20.19156 -8.62410  -0.103
9 C 5.94213 -21.82965 -7.78656  -0.903
10 C 6.48370 -21.90855 -6.39560  0.333
11 C 5.68430 -21.41552 -5.31477  0.527
12 C 6.12914 -21.48372 -4.01169  -0.424
13 C 7.28744 -22.19310 -3.69071  -0.699
14 C 8.07437 -22.69789 -4.71880  -0.511
15 C 7.65382 -22.58270 -6.06564  -0.566
16 C 2.15158 -19.16054 -5.80611  0.286
17 C 1.90304 -20.14791 -4.86799  -0.781
18 C 2.42505 -20.07357 -3.56388  -1.018
19 C 3.20555 -19.01188 -3.20785  -0.786
20 C 3.47320 -17.99551 -4.08296  -0.805
21 C 3.05757 -18.12722 -5.39618  0.324
22 O 3.37276 -17.11829 -6.24726  1.710
23 H -0.00535 -18.88491 -8.55146  0.234
24 H -0.13810 -18.02843 -6.98721  0.311
25 H -0.42600 -19.73897 -6.98322  0.492
26 H 6.33936 -22.55351 -8.50526  0.572
27 H 4.82172 -21.96846 -7.77743  0.327
28 H 4.77234 -20.86127 -5.55410  -0.103
29 H 5.55530 -21.17248 -3.19310  0.518
30 H 7.54180 -22.26770 -2.61877  0.347
31 H 8.98695 -23.25260 -4.53788  0.376
32 H 8.26379 -23.00468 -6.85629  0.406
33 H 1.24856 -20.98848 -5.15541  0.390
34 H 2.24940 -20.87758 -2.88134  0.426
35 H 3.63175 -19.01867 -2.21032  0.429
36 H 4.07356 -17.14430 -3.87127  0.643
37 N 2.38465 -13.38633 -8.73869  0.161
38 C 3.35739 -13.85897 -9.46093  0.427
39 O 3.91597 -14.97073 -9.34684  0.592
40 C 3.88518 -12.98819 -10.55917  -1.503
41 I 4.63572 -11.16278 -9.70479  0.069
42 H 1.97269 -13.82176 -7.92748  0.120
43 H 2.24503 -12.40981 -8.88981  0.208
44 H 3.08056 -12.75696 -11.24047  0.682
45 H 4.67633 -13.57740 -11.11197  0.423
46 O -0.10202 -14.88569 -7.46976  -0.732
47 C 0.55077 -15.63035 -8.21287  -0.041
48 O 1.82869 -15.82172 -7.95758  -0.682
49 C -0.02797 -16.25196 -9.42774  0.022
50 C -1.41754 -16.15252 -9.64966  -1.052
51 C -2.01277 -16.76257 -10.73720  -0.905
52 C -1.16847 -17.38215 -11.59162  1.045
53 O -1.48889 -17.92679 -12.75570  -0.501
54 C -0.24361 -18.31910 -13.35421  -0.303
55 O 0.78782 -17.95162 -12.52645  -0.489
56 C 0.24322 -17.38556 -11.43794  0.383
57 C 0.84272 -16.87135 -10.33774  -0.710
58 H -1.92143 -15.59729 -8.90672  0.604
59 H -3.12392 -16.74901 -10.97254  0.341
60 H -0.24057 -17.86017 -14.32342  0.255
61 H -0.15259 -19.41848 -13.52103  0.253
62 H 1.87226 -17.03825 -10.10171  0.979
63 C 8.57583 -16.75235 -6.59207  -1.545
64 C 7.09879 -17.15180 -6.84230  0.706
65 C 6.60767 -18.16286 -5.86414  -0.516
66 P 5.87241 -15.79845 -6.99779  0.219
67 C 6.66809 -14.50741 -7.98972  1.665
68 C 7.09677 -15.06437 -9.37007  -1.857
69 C 7.73562 -13.54575 -7.46850  -1.421
70 C 5.46278 -14.96948 -5.39891  1.188
71 C 6.52708 -14.61631 -4.35939  -1.591
72 C 4.77787 -13.66133 -5.71651  -1.561
73 H 9.21235 -17.52985 -7.07371  0.397
74 H 8.78730 -16.70316 -5.52245  0.327
75 H 8.82627 -15.79479 -7.01619  0.255
76 H 7.02740 -17.51458 -7.87169  0.321
77 H 6.60318 -17.78868 -4.79532  0.093
78 H 7.29252 -19.00499 -5.79802  0.532
79 H 5.59323 -18.47584 -5.99820  -0.435
80 H 5.75325 -13.90774 -8.21703  -0.558
81 H 8.09221 -15.42491 -9.25160  0.515
82 H 7.06186 -14.28867 -10.05954  0.525
83 H 6.45367 -15.88371 -9.68157  0.323
84 H 8.70214 -13.94007 -7.69369  0.498
85 H 7.70552 -13.47358 -6.40287  0.281
86 H 7.69606 -12.53444 -7.87134  0.201
87 H 4.71012 -15.63626 -4.95493  -0.617
88 H 7.31699 -13.96568 -4.70068  0.281
89 H 6.99649 -15.51656 -3.96651  0.331
90 H 5.99680 -14.11754 -3.54086  0.499
91 H 5.48989 -12.87065 -5.65554  0.431
92 H 4.06064 -13.48828 -4.89285  0.469
93 H 4.33383 -13.64763 -6.72219  0.107

Computed properties:
* 2S+1: 4
* expectation value of S²: 3.81
* frontier orbital gap (alpha / beta): 7.23 / 7.29 eV
* E_HOMO (alpha / beta): -7.834 / -7.892 eV
* LUMO (alpha / beta): -0.608 / -0.603 eV

***

Record-wise max |F| values, in eV/Å: 0.9; 3.1; 0.9; 7.3; 2.6
Record-wise M values, in g mol⁻¹: 936.840; 108.231; 620.687; 143.186; 876.760